Entry from the OMol25 dataset: a 2-piece molecular cluster, C7H16O2Se overall at a distorted geometry (wB97M-V/def2-TZVPD).

Geometry as XYZ:
```
26
Properties=species:S:1:pos:R:3:forces:R:3:mulliken_charge:R:1
Se -1.1263 0.6941 -1.1988 0.931 -0.197 -0.944 0.0292
O -0.7008 -2.0148 1.1411 0.112 -0.528 -1.907 -0.5353
O 2.4437 1.7750 0.6295 1.676 -0.925 0.740 -0.5851
C 2.3813 -0.1833 -0.8514 -1.159 -0.004 1.425 -1.7369
C 2.2270 2.0761 -1.7536 -0.187 2.094 1.643 -1.5213
C -2.0350 -1.9380 0.6637 1.800 4.683 4.525 -0.0782
C 1.8102 1.1576 -0.5192 1.423 1.206 -0.990 1.5615
C 0.4342 1.1925 -0.0297 -4.035 0.961 -0.172 -1.3473
C -2.3609 0.3007 0.1480 0.983 -4.107 -0.093 -1.1103
C -3.0677 -2.2446 1.7262 -1.802 -0.752 -1.370 -0.9115
H -0.0787 -2.0910 0.3468 -1.401 0.283 1.555 0.3340
H -3.3104 0.0628 -0.2684 -0.798 0.445 -0.126 0.4930
H 0.1989 0.6211 0.8833 0.763 0.113 -0.347 0.4389
H 2.1268 -0.9120 -0.0878 0.208 -0.216 0.317 0.3418
H 2.8807 1.1070 1.2290 -0.819 0.860 -1.161 0.3434
H 3.2756 2.0108 -2.0048 0.612 -0.624 0.570 0.4038
H -3.3458 -3.3481 1.6562 0.013 1.209 -0.130 0.2878
H -2.8276 -2.1485 2.7918 0.495 0.661 -0.553 0.3057
H -2.2725 0.8595 1.0342 -0.199 0.593 1.044 0.4269
H 0.1023 2.2343 0.1251 0.758 -0.383 0.408 0.4539
H 1.9693 -0.5384 -1.7624 -0.013 -0.282 -1.032 0.3912
H -3.9899 -1.5936 1.4460 1.348 -1.367 0.797 0.2382
H 2.1689 3.1848 -1.4644 -0.494 -1.516 -0.378 0.3217
H 1.7969 1.9260 -2.7255 -1.109 -0.311 -0.137 0.3737
H -2.1036 -2.2417 -0.2893 -0.796 -1.265 -3.276 0.5125
H 3.4033 0.0516 -0.8653 1.690 -0.629 -0.409 0.5687
```
Forces are in eV/Å.

Properties
LUMO level = 0.02477 hartree
Spin multiplicity = 1
Largest force on an atom = 6.8 eV Å⁻¹
Energy relative to the best compared isomer or geometry (same formula, charge and spin) = 0.00 kJ/mol

Entry from the OMol25 dataset: C39H45GeN8O2SSi3W as an isolated structure at a distorted geometry (wB97M-V/def2-TZVPD).

Geometry as XYZ:
```
100
Properties=species:S:1:pos:R:3:forces:R:3:lowdin_spin:R:1
W 1.0348 0.2379 -0.0230 0.994 -0.077 0.776 0.8604
Ge -0.9942 -0.7390 -1.2879 -0.208 -0.164 -0.018 -0.0136
S -1.3996 4.2566 6.0068 0.041 -0.010 0.024 -0.0004
Si -1.8598 -0.0427 -3.4176 -0.011 -0.015 -0.070 0.0066
Si -2.6914 -0.5550 0.3849 -0.039 0.048 0.081 -0.0041
Si -0.2630 -3.0977 -1.4047 -0.082 -0.035 -0.244 -0.0028
O 4.8647 -0.4852 0.1159 0.068 -0.091 0.070 0.0039
O 1.9591 2.2835 -3.6096 0.021 -0.018 0.029 0.0378
N -0.0433 2.1515 -0.7330 -0.153 -0.111 0.087 0.0019
N 2.1395 -0.7406 2.2501 -0.080 0.139 -0.145 -0.0023
N 1.5726 1.8669 1.3237 -0.163 -0.060 -0.223 0.0053
N 2.6261 -0.9409 -0.2836 0.155 0.176 -0.241 -0.0025
N 1.7579 0.7213 -1.9138 -0.245 -0.080 0.103 0.0372
N -0.4053 0.1361 1.6883 -0.308 0.188 -0.168 0.0107
N -0.1272 4.4592 5.0366 -0.048 0.009 -0.021 -0.0003
N -1.9393 2.8427 5.4393 -0.013 0.014 -0.029 0.0001
C 4.4322 -0.9266 2.9362 -0.006 -0.017 0.013 -0.0002
C 1.9510 4.0819 2.9218 -0.008 0.008 0.025 0.0046
C -0.9306 4.6223 -1.6609 0.001 0.029 -0.006 0.0037
C -1.4638 -0.8967 1.8440 0.124 -0.031 -0.009 0.0057
C -1.8336 -4.1217 -1.4490 0.071 -0.037 0.008 -0.0028
C -1.4703 4.0552 -0.5152 0.031 -0.019 -0.003 -0.0012
C 0.4528 2.6955 -1.8508 0.053 0.060 0.053 0.0029
C 3.7652 -0.7094 0.5367 -0.099 -0.171 -0.117 0.0024
C 1.4822 1.8908 -2.5699 -0.051 0.019 -0.080 0.0110
C 0.0468 3.9213 -2.3441 0.019 0.000 0.015 -0.0013
C 0.5589 -3.2686 -3.0725 0.007 -0.007 0.034 0.0006
C 2.9987 -1.2180 -1.6346 0.067 0.104 -0.027 0.0016
C -3.5086 1.1271 0.6438 -0.130 -0.046 0.089 -0.0001
C -3.2168 -1.8990 3.4097 -0.031 -0.001 -0.018 0.0003
C -1.2363 1.2463 3.6908 -0.009 -0.105 -0.053 -0.0002
C -2.0316 0.2179 4.0133 0.000 0.021 -0.012 0.0003
C 2.8813 -0.3985 -3.8912 -0.019 -0.011 0.035 0.0027
C 0.7478 2.0912 2.3629 -0.123 0.046 0.012 0.0037
C -2.7425 1.5972 -3.2060 -0.003 0.016 0.052 0.0028
C 2.5512 -0.2756 -2.5441 0.017 0.025 0.007 0.0002
C 3.7907 -2.2862 -2.0137 -0.003 -0.012 -0.018 -0.0005
C -1.0012 2.8297 -0.0844 0.065 0.040 -0.002 0.0040
C -0.0974 3.4183 4.2265 0.005 -0.012 0.019 0.0000
C -3.1243 -1.3696 -3.8063 0.005 0.042 -0.048 -0.0012
C -0.3286 1.0926 2.5515 0.050 0.162 0.033 0.0021
C 1.7752 -0.8557 3.5274 -0.020 -0.042 0.001 0.0010
C -4.0883 -1.7830 0.2146 -0.015 0.050 -0.103 -0.0015
C 0.8889 3.2072 3.1762 0.076 -0.019 -0.048 -0.0002
C 2.5826 2.6997 1.0792 0.010 -0.044 0.013 0.0086
C 4.0421 -1.0533 4.2590 0.015 -0.004 0.015 0.0014
C 0.7809 -3.7603 0.0073 -0.023 0.046 0.047 0.0015
C 3.6674 -1.4750 -4.2760 -0.007 0.007 -0.012 -0.0006
C 4.1219 -2.4110 -3.3527 0.014 0.003 0.003 0.0027
C -0.5878 0.0453 -4.7787 0.015 -0.045 0.023 0.0032
C 2.6879 -1.0301 4.5552 0.005 -0.014 -0.015 -0.0007
C -1.9292 -1.0879 3.2968 0.011 0.024 0.020 0.0005
C -1.1372 2.4884 4.4555 -0.007 0.021 0.032 -0.0001
C 2.8106 3.8148 1.8784 0.021 -0.001 0.000 -0.0003
C 3.4414 -0.7927 1.9815 -0.024 0.027 0.016 0.0009
H -3.4081 -2.1582 4.4505 0.006 0.000 0.003 0.0001
H 2.0765 4.9560 3.5478 0.002 -0.002 0.000 0.0002
H 2.3364 -1.1506 5.5704 -0.018 0.003 -0.007 -0.0001
H 1.3688 -3.0187 0.5447 0.044 0.046 -0.011 0.0016
H -3.0195 1.9863 -4.1892 -0.005 -0.002 -0.003 0.0006
H -3.8280 -1.5436 -2.9901 0.015 0.016 0.008 -0.0001
H -2.6587 -2.3223 -4.0631 0.021 -0.004 0.000 0.0000
H 3.6476 4.4620 1.6583 -0.006 0.005 -0.003 -0.0001
H -3.7065 -1.0467 -4.6742 -0.001 -0.023 -0.004 -0.0001
H -4.6125 -1.5428 -0.7158 0.012 -0.026 0.003 0.0000
H -3.5299 1.7406 -0.2575 -0.004 -0.027 -0.003 0.0000
H 0.1384 -4.2785 0.7229 0.016 0.007 0.013 0.0000
H 1.4535 -2.6607 -3.1949 -0.060 -0.024 -0.012 0.0000
H -2.2561 4.5453 0.0425 -0.004 0.006 -0.001 -0.0001
H 0.7187 -0.8310 3.7449 -0.030 0.018 0.012 0.0000
H -1.1565 -1.6547 3.8387 -0.011 -0.014 0.021 0.0000
H 4.7393 -3.2359 -3.6803 -0.002 -0.003 0.006 0.0001
H 3.2118 2.4684 0.2275 -0.003 0.002 -0.003 0.0010
H -3.1503 -2.8259 2.8403 0.000 0.003 0.002 0.0000
H -3.7841 -2.8224 0.1546 0.069 -0.107 0.005 0.0000
H -0.9936 -1.8357 1.5258 -0.015 0.017 0.022 0.0008
H -2.1334 2.3564 -2.7118 -0.035 -0.055 -0.050 0.0001
H -1.2766 5.5822 -2.0199 0.003 0.003 0.006 0.0002
H -0.1410 -3.0126 -3.8708 -0.031 -0.008 0.008 0.0000
H 4.1431 -2.9991 -1.2797 0.006 0.008 0.003 0.0000
H 5.4685 -0.9360 2.6286 -0.006 0.002 -0.021 0.0000
H -3.6646 1.4754 -2.6336 -0.005 -0.009 0.005 0.0000
H -2.7054 0.3097 4.8596 0.025 -0.012 0.022 0.0000
H -3.0555 1.7125 1.4467 -0.112 -0.065 0.005 0.0000
H 0.5086 4.2834 -3.2522 0.003 -0.002 -0.001 -0.0001
H -2.6239 -3.7188 -2.0810 0.001 0.030 0.009 -0.0001
H -4.0721 -1.3310 3.0437 0.012 -0.004 0.013 0.0000
H -2.2319 -4.3129 -0.4533 -0.052 0.034 0.036 0.0000
H -1.4273 2.3642 0.7893 0.167 0.095 -0.096 0.0003
H 0.0456 -0.8432 -4.8074 -0.014 0.017 0.003 0.0000
H -1.1193 0.1044 -5.7328 0.000 0.006 -0.003 0.0005
H 1.4774 -4.4985 -0.3985 -0.010 -0.017 0.008 0.0000
H 0.8417 -4.3164 -3.2129 0.003 0.003 -0.001 0.0002
H 0.0586 0.9199 -4.7124 0.013 0.041 0.023 0.0000
H 4.7769 -1.1761 5.0430 0.000 0.002 -0.002 0.0001
H 3.9351 -1.5809 -5.3186 -0.002 0.002 0.000 -0.0001
H -4.8147 -1.6756 1.0196 0.006 0.012 -0.006 -0.0002
H -4.5455 0.9482 0.9390 -0.006 0.005 -0.008 0.0000
H 2.5520 0.3284 -4.6142 0.007 0.000 -0.009 0.0001
H -1.5443 -5.0929 -1.8651 -0.035 -0.002 0.003 -0.0004
```
Forces are in eV/Å.

Properties
LUMO level (spin up / spin down) = -0.26376 / -0.26278 hartree
Spin multiplicity = 2
Net charge = +2
Largest force on an atom = 1.3 eV Å⁻¹
Energy relative to the best compared isomer or geometry (same formula, charge and spin) = 170.80 kJ/mol

Entry from the OMol25 dataset: C30H33BN3O4Ru as an isolated structure at a distorted geometry (wB97M-V/def2-TZVPD).

Geometry as XYZ:
```
72
Properties=species:S:1:pos:R:3:forces:R:3:lowdin_spin:R:1
Ru 0.8432 -0.3008 -1.0223 1.537 -0.762 -0.897 0.0405
O -0.8262 -4.1523 -2.2165 -0.142 -0.153 0.117 0.0165
O 5.1215 -0.5375 -0.8148 0.178 0.092 -0.014 0.0324
O -0.6782 1.5847 1.0543 -0.097 0.014 -0.059 0.0016
O -1.1345 -0.6532 1.1321 -0.065 0.175 0.210 0.0072
N 3.0051 0.2133 -0.9466 -1.087 0.640 0.639 0.0651
N 1.9748 -2.1168 -1.3762 -0.654 0.487 0.213 0.2356
N -0.6268 -2.0681 -1.4138 -0.183 1.414 -0.176 0.0159
C -4.3343 -1.3831 -1.8676 -0.007 0.009 0.001 0.0000
C -4.6747 0.8115 -2.7880 0.038 0.015 0.030 0.0001
C -0.7219 1.5826 3.4363 -0.016 -0.004 -0.011 0.0000
C 3.8682 3.5001 0.6809 -0.021 0.011 -0.016 0.0005
C -5.1911 -0.3815 -2.2964 0.008 -0.016 0.038 0.0000
C 2.7145 1.6086 1.5982 0.103 0.027 0.110 0.0029
C -0.0531 -3.1433 -1.7940 0.104 -0.205 0.016 0.0348
C 3.8161 -0.7940 -0.9868 0.169 -0.069 -0.087 0.0930
C -2.6205 2.5085 2.1222 -0.014 0.002 0.004 0.0001
C 1.3865 -3.2884 -1.7193 -0.075 -0.096 -0.079 0.0876
C -2.1674 -3.6089 -2.2590 -0.027 0.045 0.001 0.0005
C -3.3000 0.9786 -2.8757 -0.022 -0.065 0.022 0.0001
C 0.4775 1.3601 -1.7815 -0.301 -0.817 1.357 0.0069
C 4.1007 -3.2511 -1.3987 0.013 -0.158 -0.045 -0.0068
C 2.0713 -4.4515 -1.9020 0.157 -0.142 -0.024 0.0201
C 3.7830 1.4273 -0.7015 0.063 -0.095 0.051 0.0052
C 3.3361 -2.1032 -1.2446 0.140 0.002 -0.081 0.1555
C 5.2377 0.8908 -0.6369 -0.086 0.048 -0.093 0.0014
C -3.4511 -0.0785 1.2677 0.013 -0.013 -0.055 0.0003
C 2.4825 2.3280 2.7638 0.117 0.024 0.051 0.0002
C -2.2089 -0.8463 3.2778 0.015 -0.033 -0.008 0.0001
C -1.5646 1.4202 2.1788 0.108 -0.115 0.036 0.0004
C -2.9532 -1.2149 -1.9413 0.010 0.074 -0.037 0.0003
C 3.4768 -4.4435 -1.7197 -0.005 0.002 0.000 0.1419
C -2.4411 -0.0366 -2.4660 -0.092 -0.051 -0.049 0.0013
C 2.9353 3.6330 2.8889 0.044 -0.033 -0.031 0.0002
C 3.6280 4.2231 1.8393 -0.016 -0.033 -0.031 0.0001
C -2.0725 -2.3211 -1.4249 0.016 -0.078 0.043 0.0010
C -2.1145 -0.0364 1.9973 0.012 0.065 -0.094 0.0017
C 3.4178 2.1880 0.5530 -0.085 0.041 -0.024 0.0020
B -0.3837 0.3496 0.5095 0.152 -0.052 -0.437 0.0185
H -2.8879 1.9045 -3.2594 -0.009 -0.031 -0.003 0.0000
H -3.3929 0.4411 0.3092 -0.036 0.009 0.056 0.0000
H -0.2436 2.5625 3.4092 -0.050 -0.037 0.012 0.0000
H -5.3430 1.6079 -3.0913 0.018 -0.029 -0.030 0.0000
H 1.9454 1.8668 3.5824 0.102 0.029 -0.065 0.0000
H -4.7426 -2.2984 -1.4484 -0.005 0.032 -0.013 0.0000
H -3.7104 -1.1200 1.0673 -0.001 0.030 0.006 0.0000
H -2.3541 -2.5202 -0.3865 -0.031 0.023 0.042 0.0004
H 2.7583 4.1862 3.8028 -0.028 0.004 -0.018 0.0000
H -3.3695 2.3583 2.9044 0.027 0.051 -0.026 0.0000
H -1.2303 -0.9850 3.7347 -0.036 0.031 0.018 0.0000
H -4.2486 0.3612 1.8702 0.015 -0.010 -0.041 0.0001
H -1.3286 1.5088 4.3410 0.022 0.000 -0.016 0.0000
H -2.8568 -4.3465 -1.8588 0.039 -0.054 0.023 0.0001
H -2.6137 -1.8333 3.0463 -0.006 0.027 0.027 0.0000
H 5.1742 -3.1852 -1.2719 -0.043 -0.038 0.011 -0.0037
H 3.9765 5.2450 1.9204 0.012 -0.014 0.009 0.0000
H 4.0491 -5.3533 -1.8335 -0.009 0.025 -0.020 0.0095
H 5.7028 1.0876 0.3256 0.022 -0.062 0.062 0.0005
H -2.8750 -0.3588 3.9942 0.020 -0.047 -0.005 0.0001
H 5.8680 1.2868 -1.4304 0.030 -0.049 -0.049 0.0008
H -0.4714 1.8999 -1.8589 -0.004 -0.074 -0.440 0.0013
H 3.6647 2.1018 -1.5524 0.002 0.019 -0.037 0.0018
H -6.2628 -0.5234 -2.2310 0.016 0.003 0.008 0.0000
H -2.4238 -3.3942 -3.2966 0.060 -0.008 -0.068 0.0003
H -3.1171 2.5229 1.1530 -0.011 0.004 0.032 0.0000
H 2.3496 0.5952 1.5016 -0.019 -0.031 -0.018 0.0024
H -1.3704 0.0910 -2.5387 -0.032 -0.024 -0.004 0.0011
H 1.3325 1.9863 -2.0537 0.017 0.009 -0.092 0.0016
H 1.5304 -5.3512 -2.1638 0.060 0.009 -0.012 -0.0015
H 4.4154 3.9575 -0.1383 -0.046 0.012 0.022 0.0001
H 0.0616 0.8233 3.4688 -0.069 0.007 0.039 0.0000
H -2.1444 3.4778 2.2766 -0.027 -0.014 0.003 0.0000
```
Forces are in eV/Å.

Properties
LUMO level (spin up / spin down) = 0.00929 / -0.00290 hartree
Spin multiplicity = 2
Largest force on an atom = 1.9 eV Å⁻¹
Energy relative to the best compared isomer or geometry (same formula, charge and spin) = 111.71 kJ/mol

Q: What is the largest force on an atom in the third record?
A: 1.9 eV Å⁻¹

Q: Which of these has the highest largest force on an atom?
A: C7H16O2Se

Q: Which of these has the highest energy relative to the best compared isomer or geometry (same formula, charge and spin)?
A: C39H45GeN8O2SSi3W

Q: Look up the spin multiplicity of the first one.
A: 1